This record from OMol25 describes a molecular structure, CH4NO4P in a non-equilibrium geometry. The level of theory is ωB97M-V/def2-TZVPD.

Geometry as XYZ:
```
11
Properties=species:S:1:pos:R:3:forces:R:3
C 1.325216 -0.451225 -0.181043 0.705 0.240 -2.471
N 0.141242 0.118051 -0.687100 -0.384 3.995 -0.067
O -0.994338 -0.417474 1.669144 -0.498 1.047 -1.015
O -2.276831 0.888969 -0.237705 0.017 -0.449 0.312
O -1.529551 -1.650607 -0.409826 -0.713 -0.505 -1.047
O 0.331571 1.887919 -0.257560 0.677 -2.851 -0.896
P -1.376770 -0.266663 0.166249 0.797 -0.880 2.174
H 2.067100 -0.655419 -0.997177 0.040 0.725 0.306
H 1.735812 0.070528 0.619431 0.803 0.972 1.457
H 1.086511 -1.404640 0.108599 -0.851 -2.533 1.216
H -0.509965 1.880566 0.206991 -0.593 0.240 0.029
```
Positions in Å, forces in eV/Å.

Properties
* strongest force on any atom: 0.078 Eh/bohr
* net charge: -2
* energy relative to the best compared isomer or geometry (same formula, charge and spin): 54.4 kcal per mole
* LUMO energy: 7.31 eV
* Kohn-Sham gap: 6.6 eV
* calculated total energy: -737.5402 hartree